No. 1
ORCA calculation (ωB97M-V/def2-TZVPD) on 12 unconnected molecules or ions with the total composition C5H34NO13 at a distorted geometry.

Last column: natural (NBO) charge in e.
CARTESIAN COORDINATES (ANGSTROEM)
O: -1.11 -1.03 0.33  -0.6442
C: -1.15 0.07 0.87  0.4951
C: -0.83 0.41 2.30  -0.5412
C: 0.67 0.48 2.73  -0.4253
C: 1.81 0.19 1.75  -0.2280
C: 2.15 -2.23 2.27  0.0985
N: 2.05 -1.19 1.26  -0.6803
H: -1.51 0.92 0.31  0.1498
H: -1.30 1.36 2.60  0.2512
H: -1.33 -0.31 2.98  0.2376
H: 0.81 1.52 3.00  0.2217
H: 0.94 0.02 3.71  0.2156
H: 1.72 0.77 0.82  0.2201
H: 2.71 0.54 2.26  0.1777
H: 3.21 -2.55 2.22  0.1496
H: 2.00 -1.96 3.32  0.1532
H: 1.29 -1.37 0.60  0.3842
H: 3.52 1.36 -2.86  0.5236
H: 2.30 0.64 -3.84  0.5203
O: 2.65 0.99 -3.03  -1.0070
H: -1.02 2.13 -3.06  0.5091
H: -2.30 2.86 -2.68  0.5005
O: -1.98 1.99 -2.93  -0.9813
H: 4.43 1.01 1.22  0.4701
H: 4.02 0.25 0.11  0.4774
O: 4.03 1.19 0.36  -0.9438
H: -1.01 -4.57 0.37  0.4951
H: -2.87 -1.44 -1.22  0.5638
O: -1.58 -3.82 0.61  -0.9774
H: -1.36 3.81 1.73  0.4763
H: -0.71 3.03 0.60  0.4918
O: -1.59 3.25 0.97  -0.9737
H: 1.75 -1.17 -1.82  0.5022
H: 0.78 -2.15 -2.62  0.4884
O: 0.85 -1.50 -1.91  -0.9786
H: -0.96 -3.09 0.75  0.5146
H: 1.07 -3.82 2.61  0.4829
O: 1.27 -3.25 1.85  -0.7391
H: -3.17 -1.77 0.29  0.5438
H: -2.63 -2.96 -0.56  0.5502
O: -3.28 -2.21 -0.57  -0.8092
H: 1.29 3.31 -0.23  0.5000
H: 2.04 2.79 1.00  0.4952
O: 1.15 2.99 0.67  -0.9847
H: 1.28 3.40 -2.85  0.4746
H: 1.59 2.15 -2.31  0.5004
O: 0.83 2.79 -2.24  -0.9952
H: -1.95 0.33 -2.39  0.5159
H: -1.12 -0.82 -2.02  0.5176
O: -2.06 -0.63 -2.17  -0.9701
H: -4.29 0.91 -0.04  0.4962
H: -3.32 0.74 -1.27  0.4948
O: -3.62 0.36 -0.45  -0.9804

Summary:
energy relative to the best compared isomer or geometry (same formula, charge and spin) = 341.8 kJ/mol
total charge = +1
molecular weight = 316.3 g mol⁻¹
energy = -1243.50137 hartree
multiplicity = 1

No. 2
ORCA calculation (ωB97M-V/def2-TZVPD) on 12 unconnected molecules or ions with the total composition C5H35N2O12 at a distorted geometry.

Last column: natural (NBO) charge in e.
CARTESIAN COORDINATES (ANGSTROEM)
C: -1.10 -1.39 0.89  -0.0937
O: -1.43 -1.47 2.27  -0.7607
C: -0.09 -0.11 0.87  -0.0749
C: 0.03 0.48 -0.52  -0.4623
C: 0.49 -0.67 -1.42  -0.2618
C: 1.10 -0.24 -2.60  -0.0496
N: 1.70 -1.19 -3.54  -0.8329
N: -0.50 0.81 1.92  -0.7824
H: -0.70 -2.32 0.63  0.2303
H: -2.01 -0.94 0.28  0.2140
H: -0.73 -2.07 2.82  0.4805
H: 1.01 -0.48 1.10  0.2266
H: 0.64 1.33 -0.37  0.2084
H: -0.85 0.73 -1.19  0.2272
H: 0.53 -1.65 -1.08  0.2501
H: 1.22 0.75 -3.00  0.1938
H: 2.06 -1.94 -3.09  0.3721
H: 2.40 -0.64 -4.00  0.3755
H: -0.25 1.88 1.75  0.4789
H: -0.41 0.45 2.90  0.4826
H: -1.60 0.84 1.83  0.4743
H: 2.00 -4.18 0.98  0.4738
H: 1.78 -2.78 1.43  0.4869
O: 1.55 -3.41 0.72  -0.9576
H: -3.08 3.04 0.91  0.4975
H: -2.71 1.60 0.20  0.5207
O: -2.38 2.24 0.92  -1.0445
H: -3.52 -0.13 -1.07  0.5099
H: -4.50 0.18 0.23  0.5014
O: -3.66 0.31 -0.20  -1.0136
H: 3.47 1.33 2.19  0.4472
H: 4.60 1.08 1.42  0.4672
O: 4.33 1.18 2.34  -0.9002
H: -1.32 -0.46 -4.08  0.4800
H: -0.42 -1.55 -3.78  0.5168
O: -1.40 -1.38 -3.93  -0.9640
H: -2.68 -0.98 -2.86  0.4984
H: -4.00 -1.52 -2.41  0.4737
O: -3.60 -0.73 -2.52  -0.9433
H: 1.47 0.28 4.44  0.4962
H: 1.73 1.38 3.42  0.4860
O: 1.25 0.49 3.44  -0.9597
H: -1.53 -2.70 -2.41  0.4834
H: -0.86 -4.02 -1.78  0.4910
O: -1.13 -3.03 -1.60  -0.9701
H: 1.30 4.03 -1.44  0.4998
H: -0.20 4.72 -1.34  0.4925
O: 0.37 4.05 -1.17  -0.9885
H: 3.85 -0.64 1.87  0.4790
H: 3.18 -0.92 3.22  0.4805
O: 3.15 -1.17 2.24  -0.9668
H: -0.20 3.77 1.03  0.4930
H: 1.25 4.06 1.44  0.4877
O: 0.38 3.73 1.72  -0.9500

Summary:
energy relative to the best compared isomer or geometry (same formula, charge and spin) = 697.4 kJ/mol
total charge = +1
molecular weight = 315.3 g mol⁻¹
energy = -1223.50758 hartree
multiplicity = 1

No. 3
ORCA calculation (ωB97M-V/def2-TZVPD) on 13 unconnected molecules or ions with the total composition C5H35N2O13 at a distorted geometry.

Last column: natural (NBO) charge in e.
CARTESIAN COORDINATES (ANGSTROEM)
N: 0.99 -1.55 -0.28  -0.7390
C: 0.49 -0.53 0.68  -0.1336
C: -0.32 0.56 -0.05  -0.4610
C: -0.01 1.94 0.47  -0.1874
C: 0.23 2.97 -0.31  -0.4015
C: -0.37 -1.24 1.72  0.6926
N: -0.24 -0.81 2.98  -0.8200
O: -1.15 -2.14 1.41  -0.6827
H: 0.21 -1.98 -0.89  0.4689
H: 1.53 -2.26 0.22  0.4622
H: 1.63 -1.10 -0.93  0.4483
H: 1.35 -0.10 1.16  0.2278
H: -1.39 0.38 0.05  0.2430
H: -0.11 0.52 -1.11  0.2214
H: -0.02 2.06 1.55  0.2128
H: 0.24 2.87 -1.39  0.2115
H: 0.42 3.98 0.04  0.2121
H: 0.47 -0.14 3.25  0.4458
H: -0.74 -1.28 3.70  0.4083
H: -1.53 -2.79 -1.77  0.5091
H: -0.91 -1.80 -2.77  0.5091
O: -0.66 -2.54 -2.15  -0.9854
H: 2.97 -3.19 1.88  0.4979
H: 3.12 -1.65 1.76  0.5165
O: 2.58 -2.41 1.48  -0.9933
H: 4.85 0.02 2.30  0.5016
H: 3.83 0.55 1.23  0.5230
O: 3.92 -0.04 2.02  -1.0198
H: -3.53 -1.05 -1.45  0.5060
H: -3.71 0.47 -1.27  0.5155
O: -3.61 -0.22 -1.97  -0.9980
H: 3.09 0.95 -0.92  0.5099
H: 2.88 2.21 -0.04  0.4994
O: 3.42 1.40 -0.12  -0.9923
H: 3.13 -0.13 -2.94  0.4991
H: 1.78 0.66 -2.78  0.5234
O: 2.44 0.08 -2.31  -1.0169
H: -0.24 0.92 -3.56  0.5173
H: 0.61 1.92 -4.39  0.4935
O: 0.54 1.51 -3.52  -0.9945
H: -3.98 2.55 -0.07  0.4888
H: -3.48 1.52 1.01  0.5129
O: -3.82 1.62 0.09  -0.9957
H: -2.29 -0.11 -2.95  0.5268
H: -1.93 -0.41 -4.46  0.4971
O: -1.53 -0.26 -3.60  -1.0254
H: -2.26 0.70 3.00  0.4857
H: -3.65 1.22 3.38  0.4903
O: -2.94 1.35 2.75  -0.9555
H: -2.38 -2.50 0.18  0.5222
H: -3.51 -3.42 -0.42  0.4996
O: -2.94 -2.65 -0.62  -1.0055
H: 2.06 1.49 4.26  0.4915
H: 2.63 0.78 3.02  0.5077
O: 1.80 1.10 3.42  -0.9912

Summary:
energy relative to the best compared isomer or geometry (same formula, charge and spin) = 0.0 kJ/mol
total charge = +1
molecular weight = 331.3 g mol⁻¹
energy = -1299.06194 hartree
multiplicity = 1

No. 4
ORCA calculation (ωB97M-V/def2-TZVPD) on 14 unconnected molecules or ions with the total composition C5H35NO15 at a distorted geometry.

Last column: natural (NBO) charge in e.
CARTESIAN COORDINATES (ANGSTROEM)
C: -2.72 1.09 0.85  -0.2499
N: -2.07 1.65 -0.35  -0.6615
C: -3.06 2.23 -1.31  0.5411
O: -2.88 1.95 -2.47  -0.5988
C: -2.66 -0.45 0.89  -0.4198
C: -3.25 -1.53 0.04  -0.5294
C: -2.22 -1.96 -0.99  0.4930
O: -1.22 -1.31 -0.88  -0.6126
H: -2.18 1.43 1.68  0.2356
H: -3.62 1.64 0.96  0.1854
H: -1.55 0.86 -0.84  0.3928
H: -3.84 2.96 -0.90  0.1367
H: -3.48 -0.56 1.85  0.2111
H: -1.72 -0.79 1.40  0.2283
H: -4.31 -1.16 -0.40  0.2328
H: -3.66 -2.34 0.65  0.2485
H: -2.33 -2.65 -1.70  0.1423
H: -1.22 -1.10 -3.26  0.4758
H: -0.84 -0.94 -4.72  0.4678
O: -0.92 -1.46 -4.03  -0.9432
H: 0.00 -3.32 0.30  0.5030
H: -1.10 -3.61 1.48  0.4958
O: -1.00 -3.51 0.49  -0.9942
H: 1.60 4.24 0.62  0.4998
H: 0.65 3.80 1.88  0.4859
O: 1.40 3.58 1.33  -0.9844
H: 3.71 -0.48 2.50  0.4775
H: 2.64 -0.65 1.30  0.4978
O: 2.85 -0.98 2.26  -0.9746
H: 2.18 -1.67 -2.62  0.5003
H: 3.51 -2.57 -2.73  0.4738
O: 3.17 -1.67 -2.74  -0.9793
H: -1.24 0.07 3.64  0.4784
H: -0.71 1.46 3.61  0.4676
O: -1.45 0.90 3.61  -0.9415
H: 4.36 -0.67 -1.21  0.5050
H: 4.64 0.73 -1.90  0.4909
O: 4.48 0.26 -1.06  -0.9787
H: 1.39 0.21 -1.55  0.4885
H: 0.92 0.48 0.01  0.4749
O: 1.33 -0.29 -0.65  -0.9597
H: 3.30 2.71 0.19  0.4604
H: 3.74 1.63 -0.59  0.4550
O: 3.53 2.42 -0.74  -0.9368
H: 0.99 -3.23 -2.09  0.4601
H: 0.15 -2.47 -1.22  0.4748
O: 0.98 -2.75 -1.35  -0.9275
H: 1.57 0.46 3.18  0.4674
H: 2.25 0.45 4.51  0.4662
O: 1.42 0.10 4.02  -0.9356
H: -0.23 -0.95 1.77  0.4645
H: 0.53 -1.58 2.92  0.5049
O: -0.31 -1.32 2.60  -0.9576
H: -1.14 3.89 -2.83  0.4575
H: -0.06 2.94 -2.86  0.4643
O: -0.30 3.84 -2.56  -0.9206

Summary:
energy relative to the best compared isomer or geometry (same formula, charge and spin) = 943.9 kJ/mol
molecular weight = 349.3 g mol⁻¹
energy = -1394.60390 hartree
multiplicity = 1

No. 5
ORCA calculation (ωB97M-V/def2-TZVPD) on 13 unconnected molecules or ions with the total composition C5H36N2O13 at a distorted geometry.

Last column: natural (NBO) charge in e.
CARTESIAN COORDINATES (ANGSTROEM)
C: 0.02 -2.35 -2.45  -0.0831
O: 0.68 -3.30 -1.65  -0.7488
C: -0.10 -1.01 -1.58  -0.0468
C: 1.27 -0.40 -1.18  -0.4747
C: 2.01 0.42 -2.19  0.2010
C: 1.69 1.72 -2.19  -0.5255
N: 2.61 -0.23 -3.26  -0.8121
N: -0.84 -1.42 -0.33  -0.9030
H: -0.88 -2.50 -3.04  0.1688
H: 0.64 -2.06 -3.29  0.1780
H: -0.73 -0.31 -2.16  0.1943
H: 1.92 -1.29 -1.06  0.2290
H: 1.21 -0.12 -0.12  0.2267
H: 2.09 2.60 -2.68  0.1931
H: 0.90 2.14 -1.61  0.1955
H: 3.25 0.41 -3.75  0.3807
H: 3.00 -1.16 -3.13  0.3861
H: 0.37 -3.26 -0.75  0.4908
H: -0.61 -0.78 0.43  0.3901
H: -1.84 -1.25 -0.37  0.4063
H: 3.74 -2.36 -0.42  0.4992
H: 4.95 -2.08 -1.33  0.4639
O: 4.31 -1.65 -0.76  -0.9676
H: 2.23 -4.58 -0.05  0.4938
H: 3.39 -4.61 -1.08  0.4766
O: 3.12 -4.28 -0.22  -0.9595
H: -2.57 2.78 -2.73  0.4752
H: -2.42 2.53 -1.15  0.4992
O: -2.42 3.20 -1.87  -1.0143
H: -0.59 3.28 4.07  0.4886
H: -0.99 2.07 3.07  0.5068
O: -1.14 2.99 3.34  -1.0076
H: -2.20 4.38 0.49  0.4950
H: -3.59 4.47 -0.29  0.5043
O: -3.15 4.44 0.56  -0.9846
H: 1.20 -1.93 2.07  0.5064
H: 2.06 -0.66 2.02  0.4940
O: 1.58 -1.22 2.65  -0.9488
H: -3.99 0.49 2.13  0.4973
H: -4.39 -1.03 1.90  0.4674
O: -3.83 -0.30 1.60  -0.9727
H: 3.68 1.42 1.48  0.4959
H: 2.29 2.33 1.39  0.4983
O: 2.74 1.49 1.33  -0.9880
H: -0.37 -4.12 1.31  0.4842
H: -0.33 -2.65 0.66  0.4910
O: 0.21 -3.37 1.14  -1.0322
H: 0.39 -0.11 2.53  0.5087
H: -1.12 -0.01 2.83  0.4800
O: -0.44 0.45 2.32  -1.0222
H: -1.96 1.36 0.49  0.4691
H: -3.33 1.74 0.63  0.4916
O: -2.79 1.23 -0.02  -0.9551
H: -4.15 3.17 1.58  0.5107
H: -2.96 2.82 2.49  0.5069
O: -3.82 2.47 2.19  -0.9977

Summary:
energy relative to the best compared isomer or geometry (same formula, charge and spin) = 450.7 kJ/mol
molecular weight = 332.3 g mol⁻¹
energy = -1299.68473 hartree
multiplicity = 1